Molecular formula: C20H21N3O2
Method: DFT, the ωB97M-V functional and the def2-TZVPD basis

Summary:
Energy relative to the best compared isomer or geometry (same formula, charge and spin), kJ/mol: 488.8
Strongest force on any atom, eV/A: 5.249
Highest occupied orbital energy, eV: -7.82
E, Ha: -1089.36621
Orbital gap, eV: 7.566

Geometry (Å):
O  -2.0757  -2.3805  -3.1505
N  -0.7463  0.3782  -0.9342
O  1.6309  0.5256  4.9511
C  -1.2081  -1.4794  -3.0931
C  -1.3970  0.6729  -2.0884
C  -2.8100  2.5165  -2.8467
C  -1.5584  2.4939  -0.5013
C  -3.0378  1.6015  -4.0107
C  -1.9475  2.0090  -1.8979
C  -0.7698  1.4498  -0.0854
C  -2.5212  0.2865  -4.1129
C  -0.1262  1.6594  3.6094
C  1.6083  0.3100  2.6883
C  -0.6354  1.8037  2.3488
C  1.0812  0.4144  1.4485
C  1.0655  0.9863  3.7712
C  -0.0693  1.2147  1.2586
N  -1.6017  -0.1566  -3.1782
N  0.0673  -1.8120  -2.7927
C  0.8567  1.0725  7.1845
C  0.8446  0.0924  6.0763
C  1.2011  -1.0952  -3.3435
C  0.4721  -3.2289  -2.6673
C  2.4835  -2.0233  -3.5316
C  2.0097  -3.1405  -2.6247
H  -3.0826  3.5611  -2.7794
H  -1.7292  3.4604  -0.0933
H  -3.6774  1.9752  -4.7454
H  -2.7297  -0.2235  -4.9951
H  -0.7255  2.0522  4.4691
H  2.4520  -0.4329  2.9223
H  -1.6129  2.3926  2.2987
H  1.3371  -0.2680  0.6110
H  0.8377  0.3591  8.0668
H  1.7427  1.6456  7.1780
H  -0.0304  1.7421  7.2496
H  -0.1577  -0.1715  5.6795
H  1.2932  -0.8732  6.3776
H  1.0633  -0.7783  -4.3752
H  1.4589  -0.3114  -2.7050
H  -0.0463  -3.6474  -1.7600
H  0.1510  -3.6968  -3.5406
H  2.5440  -2.3815  -4.6076
H  3.4509  -1.4676  -3.2183
H  2.3375  -4.1354  -2.9254
H  2.3066  -2.9718  -1.5850

Cartesian forces (eV/Å) of the 2 atoms listed first:
O 1.208 1.871 -0.295
N 0.324 -1.383 -2.721


Molecular formula: C20H21N3O2
Method: DFT, the ωB97M-V functional and the def2-TZVPD basis

Summary:
Energy relative to the best compared isomer or geometry (same formula, charge and spin), kJ/mol: 169.4
Strongest force on any atom, eV/A: 0.777
Highest occupied orbital energy, eV: -8.48
E, Ha: -1089.48784
Orbital gap, eV: 8.942

Geometry (Å):
C  -2.6419  -2.0995  1.5856
H  -2.4794  -2.4694  2.5953
H  -3.2979  -2.7932  1.0619
H  -1.6831  -2.0829  1.0719
C  -3.2604  -0.6996  1.6358
C  -3.5265  -0.1724  0.2535
N  -2.6678  0.1334  -0.6406
N  -1.3128  0.0865  -0.4679
C  -0.5460  0.5696  0.5543
O  -0.9987  1.1052  1.5508
C  0.9166  0.4164  0.3277
C  1.7699  1.2922  0.9921
C  3.1380  1.2009  0.8467
C  3.6967  0.2125  0.0333
C  2.8434  -0.6841  -0.6133
C  1.4754  -0.5827  -0.4656
H  0.8481  -1.3108  -0.9594
H  3.2592  -1.4689  -1.2216
N  5.0818  0.1354  -0.1278
C  5.7896  -0.9531  -0.5624
O  5.3381  -2.0155  -0.9159
C  7.2664  -0.5985  -0.4974
C  7.2770  0.9220  -0.4190
H  8.1269  1.3173  0.1332
H  7.2858  1.3492  -1.4224
C  5.9485  1.2325  0.2712
H  5.5260  2.1867  -0.0505
H  6.0684  1.2453  1.3618
H  7.7976  -1.0051  -1.3554
H  7.6802  -1.0540  0.4050
H  3.7657  1.8945  1.3826
H  1.3360  2.0484  1.6287
H  -0.8533  -0.0379  -1.3614
C  -4.9246  -0.0156  -0.1791
C  -5.9260  -0.8814  0.2554
C  -7.2301  -0.7153  -0.1735
C  -7.5572  0.3189  -1.0340
C  -6.5677  1.1819  -1.4768
C  -5.2626  1.0139  -1.0570
H  -4.4844  1.6807  -1.3937
H  -6.8172  1.9889  -2.1502
H  -8.5786  0.4500  -1.3599
H  -7.9959  -1.3978  0.1659
H  -5.6876  -1.7053  0.9112
H  -2.5667  -0.0233  2.1426
H  -4.1883  -0.7221  2.2081

Cartesian forces (eV/Å) of the 2 atoms listed first:
C -0.068 0.091 0.030
H 0.027 -0.071 0.052


Molecular formula: C20H21N3O2S2Zn
Method: DFT, the ωB97M-V functional and the def2-TZVPD basis

Summary:
Strongest force on any atom, eV/A: 3.965
Highest occupied orbital energy, eV: -6.33
E, Ha: -3664.96785
Orbital gap, eV: 4.938

Geometry (Å):
C  -2.3647  -1.2443  0.5169
C  -1.7413  0.8865  -3.4468
H  -2.3389  -2.2875  0.1815
H  -3.0931  -0.6140  -0.0561
H  -2.6445  -1.1590  1.5565
H  -0.9342  0.9348  -4.1972
H  -2.3197  -0.0232  -3.6486
H  -2.3184  1.8177  -3.4873
C  -0.4466  -3.2086  -1.8855
C  0.4258  -4.2681  -2.1398
C  1.7268  -3.9750  -2.5938
C  2.0730  -2.6148  -2.7239
H  -1.4620  -3.4222  -1.4986
H  0.1067  -5.3117  -1.9956
H  2.4503  -4.7461  -2.8285
H  3.0809  -2.3191  -3.0159
N  -0.1291  -1.9218  -2.0644
C  1.1392  -1.6011  -2.4518
C  1.5121  -0.1675  -2.5486
N  0.6783  0.7135  -1.9461
C  0.9569  2.0180  -2.1109
C  2.9468  1.6244  -3.3843
C  2.0695  2.5394  -2.7806
H  0.1940  2.6810  -1.7112
H  2.2121  3.6416  -2.8395
C  2.6747  0.2448  -3.2659
H  3.3287  -0.5169  -3.7295
H  3.8342  1.9609  -3.9361
Zn  -1.6184  0.1481  -1.4233
C  -1.6294  1.8739  -0.2071
H  -2.0160  2.6695  -0.8638
H  -0.6046  2.1405  0.1043
H  -2.2216  1.7910  0.7129
O  -0.0048  3.6215  2.8136
S  0.8790  2.4809  3.0072
O  2.2510  2.7218  3.3986
N  0.7262  1.3786  1.7146
C  0.0725  0.2793  2.0565
S  -0.4907  -0.9302  0.8997
C  -0.1695  0.1456  3.4844
C  -0.8509  -0.8636  4.1831
C  -1.1931  -0.6398  5.5254
C  -0.8619  0.5603  6.1607
C  -0.1784  1.5809  5.4739
C  0.1329  1.3336  4.1281
H  -1.0911  -1.7790  3.6542
H  -1.7253  -1.4188  6.0810
H  -1.1334  0.7280  7.2056
H  0.1097  2.5161  5.9221

Cartesian forces (eV/Å) of the 2 atoms listed first:
C 0.435 0.188 1.876
C -0.409 -1.214 0.430


Molecular formula: C20H21N3O4
Method: DFT, the ωB97M-V functional and the def2-TZVPD basis

Summary:
Energy relative to the best compared isomer or geometry (same formula, charge and spin), kJ/mol: 461.1
Strongest force on any atom, eV/A: 7.449
Highest occupied orbital energy, eV: -7.21
E, Ha: -1239.87027
Orbital gap, eV: 7.734

Geometry (Å):
C  1.1495  0.4598  2.2682
C  0.0693  1.0305  1.2847
C  2.5335  1.0403  1.8694
C  3.0614  0.4322  0.5515
C  2.4462  0.8038  -0.6624
C  4.1645  -0.3060  0.1079
C  4.2620  -0.3050  -1.2599
C  5.1013  -1.1787  0.7844
C  5.3167  -0.8563  -1.9446
C  6.0564  -1.8225  0.0355
C  6.3137  -1.5717  -1.3267
C  -1.4113  0.7860  -0.5870
C  -0.8310  1.7668  -1.4479
C  -2.7578  1.1965  0.1279
C  -3.9007  0.1473  -0.0410
C  -5.2248  0.6001  0.3503
C  -3.9325  -1.1512  -0.5655
C  -6.4267  -0.1359  0.1657
C  -5.0469  -1.8450  -1.0052
C  -6.2995  -1.3891  -0.4611
H  1.6493  -1.4462  2.7272
H  0.1091  -1.3124  2.2523
H  0.8896  0.6081  3.2640
H  2.2611  2.0839  1.7356
H  3.2729  0.9978  2.7820
H  1.4733  1.2957  -0.8353
H  2.9600  0.3827  -2.7782
H  5.1423  -1.3468  1.8490
H  5.4553  -0.6945  -3.1068
H  6.8054  -2.4447  0.6736
H  7.1860  -1.9917  -1.9056
H  -0.3833  -0.7622  0.5348
H  -1.7001  -0.0736  -1.1863
H  -2.9868  2.2259  -0.1724
H  -2.4148  1.3081  1.1869
H  -5.3243  1.5710  0.7573
H  -2.9654  -1.6475  -0.7869
H  -7.4424  0.2867  0.3405
H  -4.9790  -2.8013  -1.4667
H  -8.1168  -1.7423  -0.4099
H  -0.7206  3.6694  -1.8329
N  1.0628  -1.0325  2.0947
N  3.1834  0.3742  -1.6994
N  -0.4345  0.2375  0.3592
O  -0.2228  2.1915  1.4186
O  0.3311  1.7104  -1.9108
O  -7.3025  -2.3414  -0.4905
O  -1.4318  2.9920  -1.6385

Cartesian forces (eV/Å) of the 2 atoms listed first:
C -0.333 -2.687 -2.959
C 1.976 0.222 2.771


Molecular formula: C20H21N3O4S2
Method: DFT, the ωB97M-V functional and the def2-TZVPD basis

Summary:
Energy relative to the best compared isomer or geometry (same formula, charge and spin), kJ/mol: 123.2
Strongest force on any atom, eV/A: 1.391
Highest occupied orbital energy, eV: -8.80
E, Ha: -2036.34867
Orbital gap, eV: 9.180

Geometry (Å):
C  -3.5781  -4.2859  -0.3140
H  -3.8689  -3.8903  -1.2845
H  -4.3519  -4.0287  0.4055
H  -3.5146  -5.3690  -0.3847
C  -2.2327  -3.6979  0.1167
C  -2.3213  -2.2017  0.2171
C  -1.9682  -1.3911  -0.8503
C  -2.0875  -0.0126  -0.7842
C  -2.5770  0.5791  0.3719
C  -2.9358  -0.2251  1.4516
C  -2.8088  -1.5955  1.3699
H  -3.0905  -2.2056  2.2156
H  -3.3145  0.2484  2.3441
O  -2.7190  1.9330  0.5679
C  -2.4341  2.8089  -0.5057
C  -2.8047  4.2215  -0.0572
H  -2.2271  4.5002  0.8210
H  -2.5989  4.9235  -0.8598
H  -3.8611  4.2599  0.1941
C  -0.9471  2.7783  -0.8918
O  -0.5639  3.0129  -2.0134
N  -0.1577  2.4880  0.1799
C  1.1885  2.1477  0.2041
C  1.9885  2.1841  -0.9380
C  3.2904  1.7240  -0.8734
C  3.7945  1.2597  0.3260
C  3.0308  1.2697  1.4789
C  1.7275  1.7170  1.4198
H  1.1106  1.7070  2.3063
H  3.4598  0.9170  2.4033
S  5.3513  0.3891  0.3514
O  5.9297  0.3874  -0.9516
O  6.1514  0.7431  1.4801
N  4.7974  -1.1952  0.6918
C  3.6509  -1.5950  0.0630
N  2.6112  -2.0811  0.6491
C  1.6250  -2.3560  -0.2425
C  1.9100  -2.0603  -1.5323
S  3.5117  -1.4173  -1.6702
H  1.2959  -2.1788  -2.4004
H  0.7024  -2.7623  0.1282
H  4.8192  -1.4148  1.6775
H  3.9219  1.7006  -1.7470
H  1.5750  2.5371  -1.8680
H  -0.6571  2.3422  1.0512
H  -3.0212  2.5400  -1.3946
H  -1.7937  0.5781  -1.6375
H  -1.5866  -1.8380  -1.7565
H  -1.9514  -4.1178  1.0848
H  -1.4702  -3.9774  -0.6132

Cartesian forces (eV/Å) of the 2 atoms listed first:
C 0.213 -0.083 0.040
H -0.073 0.023 -0.085


Molecular formula: C20H21N8OSY
Method: DFT, the ωB97M-V functional and the def2-TZVPD basis

Summary:
Energy relative to the best compared isomer or geometry (same formula, charge and spin), kJ/mol: 125.0
Strongest force on any atom, eV/A: 3.340
Highest occupied orbital energy, eV: -14.58
Total charge: +2
E, Ha: -1724.11963
Orbital gap, eV: 7.820

Geometry (Å):
Y  -0.0937  -0.4794  -0.3998
O  3.9843  -1.8894  0.0540
C  2.7714  -1.6452  -0.1491
N  1.9338  -0.7064  0.4341
C  2.6002  0.5999  0.8111
C  2.5194  1.5462  -0.3668
C  3.4597  2.5212  -0.5538
C  3.4502  3.3424  -1.6949
C  2.3864  3.1137  -2.6005
C  1.3913  2.1480  -2.3140
N  1.4205  1.4082  -1.1818
C  2.1024  -2.4870  -1.1453
C  2.6572  -3.6933  -1.6254
C  1.9454  -4.3656  -2.6364
C  0.7589  -3.8492  -3.1762
C  0.3337  -2.5956  -2.7527
N  0.9559  -2.0088  -1.7320
H  3.7086  0.3279  1.0522
H  2.0365  1.0293  1.6974
H  4.0683  2.7565  0.2866
H  4.3140  3.9503  -1.9649
H  2.3395  3.6839  -3.4817
H  0.5046  2.0444  -2.9663
H  3.6433  -3.9736  -1.2077
H  2.3100  -5.3302  -2.9787
H  0.1171  -4.5450  -3.7155
H  -0.4995  -2.0864  -3.2100
N  -4.9876  2.0069  -0.9666
C  -3.7172  2.1122  -0.3506
C  -2.6544  1.3161  -0.7969
N  -1.5889  1.2122  0.0453
C  -1.4269  2.1254  1.0598
C  -2.5885  2.8166  1.4591
N  -3.6572  2.9193  0.7211
H  -4.9807  1.6577  -1.9180
H  -5.5881  2.8029  -0.7138
H  -2.6753  0.8587  -1.8081
H  -0.4603  2.1347  1.5214
H  -2.6788  3.2502  2.4268
C  0.1756  -1.7073  3.4252
N  -1.1866  -1.2479  3.0080
C  -1.9605  -0.2541  3.6627
C  -3.1175  -0.0738  2.9767
N  -3.0153  -0.8526  1.8399
C  -1.8649  -1.6143  1.8535
S  -1.2944  -2.6790  0.6966
H  0.3330  -1.4729  4.4992
H  0.8935  -1.1893  2.7902
H  0.2852  -2.8071  3.3608
H  -1.5453  0.3196  4.5061
H  -4.0276  0.5414  3.0691
H  -3.7901  -0.9921  1.1505

Cartesian forces (eV/Å) of the 2 atoms listed first:
Y 1.591 -0.453 0.131
O -2.703 1.326 -0.202


Molecular formula: C20H21NO6
Method: DFT, the ωB97M-V functional and the def2-TZVPD basis

Summary:
Energy relative to the best compared isomer or geometry (same formula, charge and spin), kJ/mol: 259.3
Strongest force on any atom, eV/A: 3.216
Highest occupied orbital energy, eV: -8.85
E, Ha: -1280.90421
Orbital gap, eV: 8.986

Geometry (Å):
O  -1.9568  3.0624  -2.7258
O  0.8008  2.8660  0.3495
O  3.3023  0.0599  1.4090
O  -0.0973  1.1931  -3.1875
O  2.9336  2.6741  -0.4981
O  -0.9413  -3.1118  -1.3414
C  -2.6530  2.2124  -2.1412
C  1.9829  2.5223  0.4565
C  2.3451  0.6544  1.8841
C  0.9613  -3.7851  2.8192
C  -2.5745  -1.3790  -0.9910
C  -0.5614  -0.8645  -2.2162
C  -3.0080  -0.0558  -1.1532
C  1.1888  -2.4574  3.1605
C  0.6320  -4.1208  1.5040
C  0.8349  -1.8040  0.8583
C  -1.3053  -1.7883  -1.5077
C  -0.9302  0.4596  -2.3655
C  -2.1953  0.8699  -1.8757
C  1.1163  -1.4270  2.1864
C  0.5945  -3.1170  0.4981
N  1.2845  -0.0707  2.4756
C  2.4600  2.6743  -1.8813
C  -4.0180  2.7230  -1.6564
C  2.4582  2.1496  1.8502
C  0.3993  -3.4251  -0.9529
C  0.0955  0.5725  2.9951
H  -0.3972  2.1162  -3.2564
H  0.9721  -4.5451  3.5943
H  -3.2358  -2.1039  -0.5320
H  0.3951  -1.1892  -2.7107
H  -3.9419  0.2389  -0.7235
H  1.4283  -2.2274  4.2023
H  0.5634  -5.1955  1.2269
H  0.8158  -1.0201  0.1065
H  3.2513  2.9159  -2.5560
H  1.5765  3.3209  -2.0133
H  2.1586  1.6469  -2.1454
H  -4.8022  2.0214  -1.9093
H  -4.2458  3.6819  -2.1031
H  -4.0166  2.9040  -0.5703
H  3.4568  2.5513  2.0738
H  1.7887  2.6301  2.5766
H  0.6123  -4.4644  -1.0786
H  1.1599  -2.8711  -1.5425
H  -0.3785  1.1996  2.2081
H  0.3302  1.2529  3.8585
H  -0.6397  -0.1501  3.3415

Cartesian forces (eV/Å) of the 2 atoms listed first:
O -0.184 -1.236 0.276
O 1.880 -1.240 -0.797


Molecular formula: C20H21Si
Method: DFT, the ωB97M-V functional and the def2-TZVPD basis

Summary:
Energy relative to the best compared isomer or geometry (same formula, charge and spin), kJ/mol: 159.2
Strongest force on any atom, eV/A: 5.357
Highest occupied orbital energy, eV: -12.22
Total charge: +1
E, Ha: -1063.82729
Orbital gap, eV: 6.063

Geometry (Å):
C  -5.0835  -0.0969  0.3949
C  -3.6671  0.1741  0.7834
C  -3.3578  1.2834  1.6088
C  -2.0255  1.5600  1.9043
C  -0.9526  0.7461  1.4957
C  0.3889  1.0345  2.1071
C  1.6713  0.6467  1.4342
C  2.8308  1.4245  1.7815
C  4.1236  1.0370  1.4038
C  4.2775  -0.0915  0.6054
C  3.1873  -0.8478  0.2086
C  1.8959  -0.5021  0.6199
C  -1.2995  -0.3030  0.6416
C  -2.6259  -0.6264  0.3167
H  -5.1204  -1.0085  -0.2014
H  -5.6490  -0.2384  1.3175
H  -5.5520  0.7474  -0.1285
H  -4.1291  1.9651  1.9734
H  -1.7676  2.4329  2.5150
H  0.4534  2.2140  2.0985
H  2.7147  2.3028  2.4235
H  4.9728  1.6573  1.6979
H  5.2686  -0.3512  0.2187
H  3.2981  -1.7009  -0.4671
H  1.0812  -1.1804  0.3455
H  -0.5107  -0.9089  0.1940
H  -2.7823  -1.4617  -0.3695
H  0.5925  0.9526  3.3736
Si  0.6554  1.2713  5.1136
H  1.8745  0.8244  5.8107
H  0.5803  2.6940  5.4960
C  -0.6199  0.5117  6.2330
C  -0.6052  0.4343  7.6413
C  -1.6214  -0.2342  8.3666
C  -2.7109  -0.8296  7.6720
C  -2.7592  -0.7193  6.2595
C  -1.7205  -0.0440  5.5686
H  0.2462  0.9199  8.1476
H  -1.5477  -0.2754  9.4653
H  -3.5072  -1.3537  8.2142
H  -3.5790  -1.1343  5.6655
H  -1.7319  0.0761  4.4873

Cartesian forces (eV/Å) of the 2 atoms listed first:
C -0.022 -0.120 0.322
C 0.049 0.610 0.196